No. 1
18
Properties=species:S:1:pos:R:3:nbo_charge:R:1 method="wB97M-V/def2-TZVPD" e_above_lowest_ev=1.239 e_homo_ev="0.91 / -5.56" max_force_ev_per_a=3.0 total_charge=-1 spin_multiplicity=2
C 1.402 -1.081 -0.347 -1.020
S 0.643 0.374 0.265 -0.046
C 2.075 0.788 1.468 -0.737
H 0.926 -1.423 -1.317 0.196
H 1.193 -1.906 0.393 0.199
H 2.448 -0.927 -0.410 0.193
H 2.850 0.619 0.752 0.207
H 1.949 1.718 2.017 0.210
H 2.279 -0.018 2.198 0.195
H 0.595 -2.295 -6.004 0.420
H -0.882 -1.929 -5.615 0.377
O -0.332 -2.382 -6.263 -1.146
H -0.865 1.952 1.543 0.491
H -2.076 1.841 0.413 0.480
O -1.789 2.183 1.271 -1.004
H -2.579 0.325 2.721 0.486
H -2.412 0.450 4.209 0.453
O -2.199 -0.145 3.504 -0.954

No. 2
137
Properties=species:S:1:pos:R:3:mulliken_charge:R:1 method="wB97M-V/def2-TZVPD" smiles="CCCCCCCCCCCCc1ccc2c(c1CN)Sc1cc(CCCSC(=S)N3CCOCC3)ccc1N2.CC(C)O.CC(C)O.CC(C)O.CC(C)O" e_homo_ev=-7.14 max_force_ev_per_a=4.8 total_charge=0 spin_multiplicity=1
C -2.409 2.431 -2.687 -1.034
C -2.570 1.298 -3.835 0.102
C -3.606 0.126 -3.380 -0.471
C -3.744 -1.009 -4.530 -0.628
C -3.371 -2.484 -4.018 -0.584
C -1.860 -2.650 -3.500 -0.567
C -0.740 -2.049 -4.479 1.307
C -0.327 -3.123 -5.607 -0.802
C 0.466 -2.418 -6.842 -0.711
C 1.959 -2.078 -6.353 -0.564
C 2.174 -0.513 -5.978 -0.088
C 3.758 -0.324 -5.609 -0.838
C 3.948 0.654 -4.346 0.439
C 4.648 2.036 -4.597 -1.028
C 4.817 3.027 -3.419 -0.548
C 4.325 2.724 -1.954 0.117
C 3.651 1.353 -1.746 0.487
C 3.453 0.298 -2.896 0.043
C 2.741 -1.122 -2.661 0.445
N 3.441 -1.942 -1.603 -0.597
S 3.015 0.881 -0.079 -0.244
C 3.772 2.144 1.027 0.589
C 3.724 1.909 2.570 -0.857
C 4.306 2.940 3.605 0.510
C 4.150 2.610 5.160 -0.385
C 5.060 3.509 6.133 -0.356
C 4.181 3.771 7.488 -0.775
S 3.386 5.457 7.327 -0.134
C 3.779 6.262 8.972 -0.146
S 5.376 6.634 9.294 -0.152
N 2.635 6.477 9.869 0.077
C 3.071 6.588 11.290 -0.640
C 1.766 6.769 12.247 -0.361
O 0.599 7.155 11.489 -0.405
C 0.925 8.250 10.581 -0.456
C 1.862 7.670 9.410 -0.398
C 4.985 4.193 3.001 -0.496
C 5.038 4.418 1.464 -0.624
C 4.430 3.403 0.425 -0.017
N 4.526 3.797 -0.980 -0.139
H -2.105 1.918 -1.702 0.274
H -1.569 3.156 -3.012 0.339
H -3.392 3.015 -2.591 0.193
H -3.006 1.790 -4.772 0.179
H -1.562 0.828 -4.136 -0.110
H -3.246 -0.295 -2.380 0.358
H -4.635 0.606 -3.242 0.246
H -3.136 -0.658 -5.442 0.313
H -4.850 -1.043 -4.851 0.341
H -3.596 -3.236 -4.862 0.332
H -4.079 -2.730 -3.145 0.180
H -1.647 -3.770 -3.374 0.297
H -1.771 -2.172 -2.459 0.227
H 0.197 -1.804 -3.865 -1.098
H -1.056 -1.075 -5.001 -0.055
H 0.316 -3.968 -5.148 0.317
H -1.270 -3.657 -6.010 0.341
H 0.534 -3.213 -7.663 0.301
H -0.072 -1.471 -7.202 0.324
H 2.211 -2.732 -5.443 0.163
H 2.751 -2.304 -7.163 0.417
H 1.574 -0.225 -5.049 -0.120
H 1.917 0.185 -6.850 0.471
H 4.182 -1.339 -5.308 0.366
H 4.325 0.162 -6.478 0.406
H 5.005 2.324 -5.646 0.207
H 5.298 4.035 -3.631 0.322
H 2.717 -1.759 -3.620 -0.525
H 1.634 -1.005 -2.347 0.264
H 2.869 -1.845 -0.742 0.108
H 3.288 -2.927 -1.901 0.262
H 3.253 0.964 3.000 0.236
H 4.381 1.501 5.300 0.327
H 3.037 2.743 5.449 0.252
H 6.029 2.981 6.475 0.311
H 5.318 4.541 5.723 0.217
H 4.843 3.678 8.430 0.400
H 3.330 3.006 7.578 0.365
H 3.728 7.512 11.428 0.377
H 3.575 5.613 11.610 0.342
H 2.046 7.544 13.041 0.265
H 1.562 5.788 12.791 0.320
H -0.049 8.617 10.120 0.291
H 1.507 9.077 11.133 0.270
H 2.601 8.488 9.063 0.322
H 1.215 7.423 8.484 0.282
H 5.428 5.000 3.685 0.108
H 5.538 5.390 1.109 0.278
H 4.022 4.663 -1.205 0.307
C 4.336 -6.222 1.340 -1.449
C 3.632 -5.094 0.602 0.489
C 3.000 -4.108 1.571 -1.156
O 2.622 -5.639 -0.246 -0.539
H 3.628 -6.788 1.954 0.355
H 4.776 -6.928 0.631 0.343
H 5.128 -5.836 1.987 0.372
H 4.348 -4.571 -0.039 0.310
H 2.245 -4.600 2.193 0.353
H 2.488 -3.309 1.026 0.227
H 3.752 -3.659 2.224 0.335
H 1.984 -6.103 0.312 0.346
C -5.714 -7.018 -2.321 -1.367
C -4.357 -6.345 -2.447 0.395
C -3.409 -6.801 -1.350 -1.022
O -4.519 -4.931 -2.372 -0.356
H -6.187 -6.768 -1.366 0.292
H -6.389 -6.672 -3.108 0.330
H -5.624 -8.106 -2.391 0.396
H -3.924 -6.572 -3.425 0.268
H -3.803 -6.542 -0.362 0.135
H -2.441 -6.301 -1.446 0.244
H -3.248 -7.882 -1.389 0.429
H -4.902 -4.720 -1.508 0.266
C -8.475 2.389 -5.770 -1.343
C -7.528 2.345 -4.581 0.410
C -7.247 3.741 -4.045 -1.245
O -6.301 1.733 -4.973 -0.414
H -8.040 2.965 -6.594 0.350
H -8.658 1.381 -6.152 0.326
H -9.432 2.839 -5.496 0.385
H -7.961 1.728 -3.789 0.261
H -6.771 4.364 -4.809 0.326
H -6.557 3.695 -3.198 0.286
H -8.168 4.231 -3.720 0.384
H -5.910 2.271 -5.674 0.297
C -3.074 -5.202 2.738 -1.261
C -3.767 -4.069 1.998 0.471
C -4.399 -3.080 2.965 -1.361
O -4.776 -4.607 1.144 -0.478
H -3.789 -5.765 3.348 0.335
H -2.635 -5.911 2.030 0.289
H -2.283 -4.823 3.389 0.390
H -3.045 -3.550 1.361 0.243
H -5.159 -3.570 3.583 0.359
H -4.903 -2.278 2.420 0.328
H -3.647 -2.637 3.624 0.377
H -5.421 -5.068 1.697 0.307

No. 3
11
Properties=species:S:1:pos:R:3:nbo_charge:R:1 method="wB97M-V/def2-TZVPD" e_above_lowest_ev=2.711 e_homo_ev=-8.21 max_force_ev_per_a=1.4 total_charge=0 spin_multiplicity=1
O 0.116 -1.203 2.366 -0.404
C 0.110 -0.917 1.262 0.686
C 0.325 1.408 0.493 -0.494
C 0.188 0.889 -0.756 -0.136
C -0.389 -0.363 -1.136 -0.461
C -0.434 -1.441 -0.291 0.452
O -0.777 -2.589 -0.189 -0.526
H -0.331 1.226 1.339 0.209
H 1.078 2.176 0.653 0.215
H 0.650 1.445 -1.572 0.210
H -0.529 -0.603 -2.185 0.247

No. 4
18
Properties=species:S:1:pos:R:3:nbo_charge:R:1 method="wB97M-V/def2-TZVPD" smiles="NC(=O)NC(=O)c1cnccn1" e_above_lowest_ev=1.286 e_homo_ev=-9.90 max_force_ev_per_a=6.3 total_charge=0 spin_multiplicity=1
C 2.059 -0.451 0.400 0.788
C 0.463 1.511 -0.172 0.689
C -0.773 0.622 -0.125 0.016
C -1.929 1.167 0.461 0.015
C -3.034 -0.684 0.161 0.039
C -1.904 -1.203 -0.655 0.013
H 3.637 -0.385 -0.816 0.384
H 3.522 -1.708 0.191 0.401
H 2.426 1.331 -0.471 0.393
H -1.695 2.036 1.019 0.219
H -3.886 -1.488 -0.015 0.193
H -1.982 -2.197 -1.123 0.203
N 3.358 -0.690 0.144 -0.818
N 1.706 0.759 -0.192 -0.685
N -3.087 0.403 0.818 -0.358
N -0.723 -0.610 -0.705 -0.340
O 1.275 -1.108 1.103 -0.619
O 0.567 2.695 -0.022 -0.533